No. 1
# C4H15N2O

A 2-piece molecular cluster, C4H15N2O overall at a distorted geometry (ωB97M-V/def2-TZVPD, OMol25).

Structure (XYZ):
```
22
C4H15N2O (ωB97M-V/def2-TZVPD)
C 1.54444 1.61699 -0.02331
C 1.30943 0.50149 -1.16205
C -0.17828 0.29514 -1.38872
C -2.06423 -1.14562 -0.70538
N -0.69573 -0.73387 -0.46365
N 1.27411 0.94011 1.20042
H 0.93387 2.52016 -0.29779
H 2.71516 1.90586 0.02057
H 1.92666 0.81590 -1.95289
H 1.69061 -0.47909 -0.78207
H -0.45481 0.01365 -2.46228
H -0.75829 1.27331 -1.28950
H -2.49837 -1.76434 -1.55830
H -2.63961 -0.20516 -0.77122
H -2.30398 -1.77081 0.15887
H -0.03897 -1.48687 -0.33721
H -0.66549 -0.41974 0.54667
H 2.05991 0.35384 1.48104
H 1.21358 1.59919 1.99073
H -1.05570 -0.63794 3.02313
H -0.54666 -2.03092 2.53832
O -0.76768 -1.16126 2.23460
```

Summary:
- Charge: +1
- F_max: 3.7 eV Å⁻¹
- Gap between HOMO and LUMO: 10.16 eV
- Relative energy (zero: lowest compared OMol25 entry of this formula, charge and spin): 176.6 kJ/mol
- HOMO energy: -13.00 eV
- M: 107.18 g/mol

=====

No. 2
# C9H18Cl6O3

A 4-piece molecular cluster, C9H18Cl6O3 overall at a distorted geometry (ωB97M-V/def2-TZVPD, OMol25).

Structure (XYZ):
```
36
C9H18Cl6O3 (ωB97M-V/def2-TZVPD)
C 4.80731 15.55824 11.15637
O 6.08912 16.00140 10.65020
C 6.74568 15.10558 9.86339
O 6.34044 14.02518 9.54435
O 7.90888 15.66358 9.46446
C 8.55899 14.79255 8.53276
H 4.74933 14.47985 11.36636
H 4.04396 15.80357 10.42666
H 4.53249 16.16734 11.99280
H 8.94444 13.82730 8.90029
H 9.38498 15.32564 8.11790
H 7.86712 14.64331 7.69764
Cl 6.91500 8.69031 4.67444
C 8.19271 8.06316 5.76103
C 8.07109 6.63454 6.20291
Cl 8.90072 5.48560 5.19504
H 8.18340 8.77605 6.58286
H 9.18256 8.16904 5.34480
H 7.05144 6.27136 6.40472
H 8.49492 6.57595 7.17598
Cl 8.05222 12.91662 12.73803
C 9.73681 13.43714 12.53027
C 10.61416 12.30446 12.00763
Cl 12.27939 12.96489 11.59289
H 10.07596 13.80821 13.47997
H 9.78332 14.24075 11.82874
H 10.20483 11.99993 11.05460
H 10.62897 11.46732 12.70534
Cl 8.93190 10.54053 9.28425
C 7.23465 11.13233 9.28826
C 6.33366 10.24617 10.12837
Cl 6.19906 8.65653 9.40643
H 6.89811 11.14928 8.24720
H 7.24242 12.13197 9.72588
H 5.28904 10.61522 10.15889
H 6.64690 10.24044 11.16861
```

Summary:
- SMILES: COC(=O)OC.ClCCCl.ClCCCl.ClCCCl
- Charge: 0
- F_max: 1.9 eV Å⁻¹
- Gap between HOMO and LUMO: 11.05 eV
- Relative energy (zero: lowest compared OMol25 entry of this formula, charge and spin): 30.4 kJ/mol
- HOMO energy: -10.57 eV
- M: 386.96 g/mol

=====

No. 3
# C31H73F10NO13S2

C31H73F10NO13S2 as an isolated structure at a distorted geometry (ωB97M-V/def2-TZVPD, OMol25).

Structure (XYZ):
```
130
C31H73F10NO13S2 (ωB97M-V/def2-TZVPD)
C -5.27331 -1.52331 2.54307
C -3.84206 -1.94076 2.06657
C -4.00018 -3.09630 1.02147
C -4.00510 -2.56638 -0.45163
C -2.63301 -1.94742 -0.84102
C -2.43027 -1.99989 -2.40336
C -2.30947 -0.54288 -2.95982
C -0.82641 -0.17417 -3.34686
C -0.08878 0.59259 -2.23714
N -0.60042 1.98345 -1.97339
S 0.44996 2.64489 -0.78937
O 0.60679 1.71049 0.28400
O 1.72793 2.94251 -1.34339
F -0.21294 3.92169 -0.14045
S -0.63661 2.97993 -3.35291
O -0.27762 4.31149 -2.93903
O 0.27759 2.58313 -4.37874
C -2.38203 3.15830 -4.01245
F -2.67748 2.01985 -4.67583
F -3.18536 3.21744 -2.94168
C -2.53560 4.36308 -4.99433
F -1.54699 4.27356 -5.89528
F -2.48411 5.52095 -4.30955
C -3.90102 4.38740 -5.75568
F -4.87746 4.32628 -4.82473
F -4.01575 3.38486 -6.64426
C -4.14680 5.75307 -6.54789
F -4.74746 5.40596 -7.75106
F -5.00031 6.55254 -5.95207
F -3.01508 6.42439 -6.84216
H -5.36114 -0.44677 2.77459
H -6.04392 -1.82250 1.80385
H -5.53616 -2.08679 3.48181
H -3.27084 -1.09752 1.64321
H -3.31280 -2.34884 2.94263
H -4.98147 -3.58257 1.18488
H -3.21931 -3.86453 1.16749
H -4.84000 -1.83592 -0.49627
H -4.26742 -3.41075 -1.11721
H -2.52927 -0.92221 -0.44216
H -1.85592 -2.59448 -0.39492
H -3.34958 -2.43717 -2.83649
H -1.56589 -2.61581 -2.70438
H -2.74417 0.22487 -2.29670
H -2.88258 -0.51772 -3.90957
H -0.30067 -1.14529 -3.43756
H -0.78235 0.28489 -4.34584
H -0.24929 0.01622 -1.30521
H 1.00913 0.63403 -2.36779
C 0.73940 7.54630 -4.10435
C 0.06393 8.90142 -4.01566
O -0.33248 9.35384 -5.30789
H 1.61549 7.59794 -4.75296
H 1.05141 7.19881 -3.11787
H 0.06338 6.80510 -4.53777
H 0.74668 9.64346 -3.60244
H -0.82157 8.85124 -3.37275
H -0.94450 8.70349 -5.66941
C 4.08752 2.53814 2.73688
C 3.44707 1.19817 2.43407
O 2.12557 1.16096 2.96225
H 4.12334 2.71338 3.81398
H 5.10245 2.58673 2.33846
H 3.50007 3.34994 2.29985
H 4.01941 0.38788 2.88720
H 3.39970 1.02654 1.35377
H 1.63893 1.87832 2.54076
C -3.50599 3.28551 -10.94937
C -2.36042 3.16543 -9.96130
O -1.93709 4.43926 -9.51367
H -3.20204 3.87597 -11.81517
H -3.83357 2.30191 -11.29126
H -4.35672 3.79895 -10.49359
H -1.50939 2.67174 -10.43024
H -2.66118 2.57991 -9.08474
H -2.68687 4.85509 -9.07505
C 7.03004 3.47440 -1.05080
C 6.37401 2.13694 -1.33930
O 5.05809 2.09424 -0.79657
H 7.07630 3.65237 0.02497
H 8.04250 3.51018 -1.45743
H 6.44916 4.29122 -1.48637
H 6.94453 1.32665 -0.88541
H 6.31797 1.95901 -2.41837
H 4.55038 2.80584 -1.20426
C -3.75631 -3.82670 7.05322
C -3.43697 -3.51899 5.60369
O -4.50617 -2.78603 4.99890
H -4.67901 -4.40529 7.12580
H -2.94789 -4.39236 7.51875
H -3.91103 -2.90374 7.61973
H -3.30470 -4.44063 5.04045
H -2.51674 -2.93035 5.52472
H -4.61254 -1.96735 5.49725
C 2.72786 -2.32808 0.58588
C 1.46697 -2.64693 -0.19482
O 0.30883 -2.39559 0.59563
H 2.77336 -2.92785 1.49639
H 3.61968 -2.52636 -0.01200
H 2.73767 -1.27875 0.89188
H 1.44903 -3.69870 -0.48060
H 1.41278 -2.03960 -1.10702
H 0.32107 -1.46168 0.84021
C -1.03777 -7.95230 3.83860
C -0.89598 -7.17758 5.13610
O -2.15138 -6.62755 5.52837
H -1.41412 -7.30289 3.04627
H -0.07918 -8.37083 3.52553
H -1.75584 -8.76920 3.95156
H -0.19701 -6.35204 5.01444
H -0.52762 -7.82556 5.93830
H -2.76812 -7.35843 5.64614
C 3.60391 -4.53824 6.14753
C 2.32499 -4.84884 5.39268
O 1.18379 -4.57966 6.20314
H 3.66271 -5.13126 7.06154
H 4.48087 -4.75066 5.53213
H 3.63181 -3.49079 6.44616
H 2.29035 -5.90294 5.11407
H 2.25887 -4.24747 4.47932
H 1.20945 -3.64604 6.44001
C 7.78971 -2.79725 7.86415
C 6.50116 -3.10096 7.12310
O 5.36975 -2.82236 7.94366
H 7.85185 -3.38879 8.77885
H 8.65992 -3.01690 7.24289
H 7.82716 -1.74547 8.15909
H 6.45788 -4.15441 6.84935
H 6.43050 -2.50281 6.20816
H 5.40397 -1.88797 8.17720
```

Summary:
- Charge: 0
- F_max: 4.7 eV Å⁻¹
- Gap between HOMO and LUMO: 9.12 eV
- HOMO energy: -9.95 eV
- M: 922.03 g/mol

=====

No. 4
# C10H28ClI2OP2W

C10H28ClI2OP2W as an isolated structure at a distorted geometry (ωB97M-V/def2-TZVPD, OMol25).

Structure (XYZ):
```
45
C10H28ClI2OP2W (ωB97M-V/def2-TZVPD)
I -3.69414 -0.55169 1.90623
I -0.16554 -2.54997 -1.87314
W -0.53457 -0.31672 -0.50569
P 0.82416 1.96449 -0.98303
C 0.23721 3.22245 -2.20337
C 1.17964 3.11205 0.41681
H 1.71127 4.01162 0.07562
H 2.99056 2.63802 -1.90122
H 1.78811 2.60126 1.16517
H 3.11829 1.20730 -0.83241
H -0.70997 3.67753 -1.88833
H 0.24716 3.43306 0.89031
C 2.51769 1.69152 -1.60646
H 0.98932 4.01595 -2.32090
H 2.47260 1.03512 -2.47936
H 0.08219 2.74043 -3.17299
P -0.89560 -2.29726 1.10945
C -2.39182 -3.30783 0.83287
C 0.50969 -3.50777 0.92440
H 0.40003 -1.67864 3.04047
H -0.83329 -2.95268 3.38006
H -1.34360 -1.22260 3.24191
C -0.64703 -1.98840 2.88807
H 1.42983 -3.05314 1.31141
H 0.20137 -4.39566 1.48446
H -2.39579 -4.07563 1.61906
H -2.39500 -3.72631 -0.17819
H 0.73120 -3.83681 -0.10718
H -3.28842 -2.63980 0.93789
Cl 1.38681 -0.26062 0.95769
C -1.56191 0.28865 -2.48597
C -3.05289 -0.00697 -2.62974
O -3.64114 0.00826 -1.33701
C -3.50458 1.26461 -0.63121
C -2.22042 1.33071 0.22267
H -1.28252 1.02894 -1.65776
H -1.04342 0.56675 -3.41847
H -1.09517 -0.75665 -2.20026
H -3.53455 0.74131 -3.25999
H -3.18682 -1.00067 -3.03978
H -3.62054 2.11758 -1.34918
H -4.35904 1.18099 0.05335
H -1.50408 2.07522 -0.19904
H -2.49356 1.79975 1.16078
H -1.83961 0.25712 0.47641
```

Summary:
- ⟨S²⟩: 2.016
- Charge: +3
- Multiplicity: 3
- F_max: 5.0 eV Å⁻¹
- Gap between HOMO and LUMO (alpha / beta): 5.63 / 5.64 eV
- Relative energy (zero: lowest compared OMol25 entry of this formula, charge and spin): 467.3 kJ/mol
- HOMO energy (alpha / beta): -19.38 / -19.06 eV
- M: 699.38 g/mol

=====

For reference, energy by record: -345.8784, -3340.5987, -4052.6470, -2277.1374 Eh.